Record 1
Formula: C16H17NO4S
Source: the Open Molecules 2025 dataset
Level of theory: the ωB97M-V functional and the def2-TZVPD basis

Values from the calculation:
* Kohn-Sham gap: 8.6 eV
* HOMO: -8.569 eV
* relative energy (zero: lowest compared OMol25 entry of this formula, charge and spin): 58.4 kJ/mol
* SMILES string: CCN(c1cccc(C)c1)S(=O)(=O)c1cccc(C(=O)O)c1
* LUMO level: -0.0003 Ha
* charge: 0
* E_tot: -37383.4645 eV

Cartesian coordinates (Å):
1 C -0.044 2.630 0.653
2 C 1.157 2.092 -0.119
3 N 1.134 0.648 -0.212
4 C 1.234 -0.156 0.928
5 C 0.675 -1.430 0.913
6 C 0.777 -2.245 2.025
7 C 1.413 -1.800 3.170
8 C 1.964 -0.526 3.208
9 C 2.680 -0.039 4.432
10 C 1.872 0.284 2.086
11 S 1.296 -0.065 -1.715
12 O 1.638 0.973 -2.644
13 O 2.148 -1.211 -1.623
14 C -0.363 -0.617 -2.141
15 C -0.586 -1.941 -2.473
16 C -1.863 -2.353 -2.825
17 C -2.901 -1.438 -2.839
18 C -2.666 -0.104 -2.510
19 C -3.804 0.848 -2.540
20 O -4.918 0.569 -2.903
21 O -3.477 2.074 -2.109
22 C -1.382 0.310 -2.166
23 H -0.035 2.262 1.676
24 H -0.976 2.319 0.187
25 H -0.008 3.716 0.671
26 H 1.151 2.454 -1.147
27 H 2.088 2.436 0.345
28 H 0.167 -1.780 0.030
29 H 0.345 -3.234 1.999
30 H 1.482 -2.441 4.036
31 H 2.612 1.043 4.521
32 H 3.735 -0.307 4.374
33 H 2.267 -0.495 5.329
34 H 2.317 1.266 2.120
35 H 0.249 -2.626 -2.449
36 H -2.045 -3.383 -3.087
37 H -3.904 -1.734 -3.106
38 H -4.250 2.658 -2.159
39 H -1.179 1.342 -1.936

Record 2
Formula: C16H18AuN2O8
Source: the Open Molecules 2025 dataset
Level of theory: the ωB97M-V functional and the def2-TZVPD basis

Values from the calculation:
* Kohn-Sham gap: 6.3 eV
* HOMO: -12.241 eV
* LUMO level: -0.2169 Ha
* charge: +1
* E_tot: -39927.7136 eV

Cartesian coordinates (Å):
1 Au 0.015 -0.050 0.307
2 O 1.223 3.697 4.594
3 C -0.071 3.645 4.320
4 O -0.895 4.306 4.884
5 C -0.515 2.688 3.251
6 C -1.857 2.484 2.947
7 N -1.936 1.571 1.980
8 N -0.710 1.159 1.650
9 C 0.170 1.830 2.401
10 C 1.606 1.569 2.098
11 O 2.499 2.036 2.763
12 O 1.781 0.796 1.047
13 H 1.762 3.113 4.011
14 H -2.726 2.956 3.373
15 H -2.738 1.081 1.582
16 C 2.105 -1.899 -0.509
17 O 0.966 -1.172 -1.067
18 C 1.295 -0.436 -2.287
19 C 0.056 0.288 -2.763
20 O -0.391 1.239 -1.801
21 C 0.288 2.500 -1.844
22 H 2.512 -2.523 -1.301
23 H 1.708 -2.513 0.294
24 H 2.843 -1.191 -0.137
25 H 1.603 -1.175 -3.028
26 H 2.132 0.234 -2.077
27 H -0.758 -0.429 -2.882
28 H 0.251 0.765 -3.726
29 H 0.160 2.956 -2.827
30 H 1.352 2.394 -1.620
31 H -0.177 3.130 -1.091
32 O -2.957 -0.617 1.041
33 C -2.306 -1.645 1.079
34 O -1.063 -1.714 0.606
35 C -2.817 -2.927 1.604
36 C -1.959 -3.935 2.037
37 C -2.483 -5.097 2.577
38 C -3.859 -5.258 2.674
39 C -4.714 -4.257 2.234
40 C -4.198 -3.090 1.699
41 H -0.889 -3.809 1.952
42 H -1.820 -5.882 2.915
43 H -4.267 -6.168 3.093
44 H -5.785 -4.379 2.324
45 H -4.852 -2.296 1.367

Record 3
Formula: C16H18AuN2Se
Source: the Open Molecules 2025 dataset
Level of theory: the ωB97M-V functional and the def2-TZVPD basis

Values from the calculation:
* Kohn-Sham gap: 7.6 eV
* HOMO: -12.055 eV
* LUMO level: -0.1637 Ha
* charge: +1
* E_tot: -88896.5649 eV

Cartesian coordinates (Å):
1 Au 0.200 -0.459 -0.439
2 C -4.850 -0.210 1.267
3 C -3.982 -1.021 0.311
4 C -4.888 -1.749 -0.691
5 C -2.974 -0.191 -0.450
6 C -3.022 1.193 -0.500
7 C -2.157 1.928 -1.300
8 C -1.222 1.314 -2.113
9 C -0.346 2.094 -3.038
10 C -1.124 -0.101 -2.072
11 C -1.991 -0.837 -1.220
12 H -5.475 -0.879 1.854
13 H -5.505 0.457 0.712
14 H -4.244 0.373 1.957
15 H -3.438 -1.776 0.891
16 H -5.401 -1.029 -1.324
17 H -5.636 -2.335 -0.163
18 H -4.321 -2.421 -1.328
19 H -3.771 1.731 0.061
20 H -2.244 3.007 -1.318
21 H 0.690 2.061 -2.707
22 H -0.656 3.133 -3.080
23 H -0.377 1.678 -4.043
24 H -0.643 -0.610 -2.901
25 H -2.019 -1.914 -1.316
26 Se 2.592 -2.134 1.328
27 N 1.785 -0.600 0.883
28 C 2.366 0.412 1.543
29 C 2.058 1.778 1.451
30 C 2.772 2.659 2.214
31 C 3.792 2.233 3.095
32 C 4.134 0.917 3.197
33 C 3.432 -0.023 2.411
34 N 3.665 -1.329 2.396
35 H 1.278 2.113 0.783
36 H 2.553 3.712 2.145
37 H 4.297 2.975 3.692
38 H 4.916 0.567 3.849

Record 4
Formula: C16H18BFN6V
Source: the Open Molecules 2025 dataset
Level of theory: the ωB97M-V functional and the def2-TZVPD basis

Values from the calculation:
* Kohn-Sham gap (spin up / spin down): 6.8 / 8.3 eV
* HOMO (spin up / spin down): -6.447 / -8.154 eV
* expectation value of S²: 3.766
* relative energy (zero: lowest compared OMol25 entry of this formula, charge and spin): 0.0 kJ/mol
* multiplicity: 4
* LUMO level (spin up / spin down): 0.0126 / 0.0051 Ha
* charge: 0
* E_tot: -54904.4025 eV

Cartesian coordinates (Å):
1 H 0.910 3.108 0.330
2 N 0.505 1.651 -1.133
3 B 0.195 0.344 -3.281
4 N 0.570 1.636 -2.532
5 C 0.888 2.856 -2.967
6 V 0.211 0.004 -0.202
7 H 0.947 3.012 -4.061
8 C 1.105 3.687 -1.860
9 H 1.414 4.731 -1.886
10 C 0.868 2.890 -0.728
11 H 0.214 0.480 -4.476
12 C -0.675 -1.343 0.984
13 H -0.546 -1.240 2.046
14 H 0.113 -2.118 0.719
15 H -1.620 -1.689 0.614
16 N -1.221 -0.067 -2.821
17 N 1.143 -0.813 -2.834
18 N -1.455 -0.202 -1.458
19 N 1.188 -1.138 -1.452
20 C -2.369 -0.234 -3.495
21 C 2.025 -1.565 -3.483
22 H -2.379 -0.130 -4.594
23 H 2.148 -1.477 -4.596
24 C -3.382 -0.540 -2.580
25 C 2.691 -2.387 -2.579
26 C -2.765 -0.521 -1.302
27 C 2.162 -2.079 -1.303
28 H -4.411 -0.764 -2.783
29 H 3.477 -3.118 -2.765
30 H -3.170 -0.699 -0.316
31 H 2.389 -2.452 -0.319
32 H -1.078 -0.141 0.887
33 F 4.247 0.766 4.531
34 C 3.351 0.637 3.504
35 C 3.865 0.351 2.235
36 C 2.932 0.212 1.191
37 C 1.577 0.336 1.460
38 C 1.097 0.594 2.744
39 C 1.992 0.760 3.809
40 H 4.938 0.248 2.030
41 H 3.282 0.027 0.175
42 H 0.026 0.675 2.955
43 H 1.636 0.983 4.826

Maximum force, record by record: 1.2 1.6 1.2 4.2 eV/Å